{
  "formula": "C40H110N6O20",
  "method": "wB97M-V/def2-TZVPD",
  "homo_lumo_gap_ev": 8.794,
  "de_lowest_kcal_mol": 56.7,
  "smiles": "COC[C@H](C)N.COC[C@H](C)N.COC[C@H](C)N.COC[C@H](C)N.COCCNCCOC.COCCNCCOC.OCCO.OCCO.OCCO.OCCO.OCCO.OCCO",
  "lumo_energy_ev": 0.34,
  "max_force_ev_per_a": 2.324,
  "e_tot_ev": -93143.9182,
  "species": ["C", "O", "C", "C", "C", "N", "H", "H", "H", "H", "H", "H", "H", "H", "H", "H", "H", "C", "O", "C", "C", "C", "N", "H", "H", "H", "H", "H", "H", "H", "H", "H", "H", "H", "C", "O", "C", "C", "C", "N", "H", "H", "H", "H", "H", "H", "H", "H", "H", "H", "H", "C", "O", "C", "C", "C", "N", "H", "H", "H", "H", "H", "H", "H", "H", "H", "H", "H", "C", "O", "C", "C", "N", "C", "C", "O", "C", "H", "H", "H", "H", "H", "H", "H", "H", "H", "H", "H", "H", "H", "H", "H", "C", "O", "C", "C", "N", "C", "C", "O", "C", "H", "H", "H", "H", "H", "H", "H", "H", "H", "H", "H", "H", "H", "H", "H", "O", "C", "C", "O", "H", "H", "H", "H", "H", "H", "O", "C", "C", "O", "H", "H", "H", "H", "H", "H", "O", "C", "C", "O", "H", "H", "H", "H", "H", "H", "O", "C", "C", "O", "H", "H", "H", "H", "H", "H", "O", "C", "C", "O", "H", "H", "H", "H", "H", "H", "O", "C", "C", "O", "H", "H", "H", "H", "H", "H"],
  "xyz": [[-7.376, 2.164, -0.298], [-6.712, 1.546, -1.348], [-5.285, 1.547, -1.311], [-4.777, 1.126, -2.711], [-5.096, -0.289, -3.160], [-3.355, 1.375, -2.863], [-7.152, 1.744, 0.687], [-8.459, 2.142, -0.409], [-7.039, 3.204, -0.255], [-4.887, 2.521, -1.020], [-4.992, 0.793, -0.573], [-5.342, 1.760, -3.398], [-4.910, -1.040, -2.390], [-4.592, -0.403, -4.118], [-6.157, -0.476, -3.337], [-2.815, 0.658, -2.399], [-3.079, 2.216, -2.370], [0.601, -6.071, 1.370], [0.254, -5.140, 0.324], [1.316, -5.035, -0.605], [1.003, -3.824, -1.571], [-0.131, -4.188, -2.547], [2.158, -3.518, -2.418], [0.717, -7.034, 0.872], [-0.196, -6.118, 2.111], [1.452, -5.763, 1.980], [2.294, -4.863, -0.145], [1.518, -5.961, -1.153], [0.896, -3.012, -0.851], [-0.273, -3.360, -3.245], [-1.072, -4.297, -2.011], [0.194, -4.982, -3.220], [2.970, -3.739, -1.852], [2.176, -4.228, -3.140], [3.319, 4.366, -3.343], [4.612, 3.806, -3.225], [5.675, 4.735, -3.328], [6.954, 3.866, -3.249], [7.230, 3.084, -1.979], [8.124, 4.751, -3.491], [3.276, 5.074, -4.173], [3.069, 4.816, -2.380], [2.669, 3.511, -3.526], [5.607, 5.365, -4.220], [5.769, 5.543, -2.594], [6.897, 3.234, -4.136], [6.446, 2.410, -1.635], [7.689, 3.687, -1.195], [7.969, 2.322, -2.236], [8.167, 5.393, -2.711], [8.004, 5.260, -4.356], [0.475, -0.137, 4.176], [1.687, 0.360, 4.793], [1.593, 1.662, 5.355], [1.623, 2.796, 4.305], [2.909, 2.830, 3.438], [1.546, 4.142, 4.886], [0.168, 0.541, 3.380], [-0.282, -0.291, 4.945], [0.704, -1.106, 3.736], [0.688, 1.796, 5.954], [2.448, 1.819, 6.014], [0.721, 2.726, 3.695], [3.134, 1.857, 3.002], [3.779, 3.085, 4.046], [2.871, 3.611, 2.679], [0.762, 4.122, 5.533], [2.280, 4.141, 5.588], [4.055, 1.634, -0.167], [2.696, 1.203, -0.179], [1.730, 2.257, -0.226], [0.284, 1.842, 0.204], [-0.597, 1.322, -0.848], [-0.042, 0.049, -1.282], [-0.971, -0.836, -2.126], [-2.190, -1.076, -1.393], [-2.231, -2.197, -0.555], [4.151, 2.406, -0.933], [4.776, 0.844, -0.375], [4.351, 1.987, 0.822], [1.719, 2.868, -1.132], [2.105, 2.993, 0.492], [-0.131, 2.783, 0.572], [0.208, 1.253, 1.121], [-1.492, 1.135, -0.414], [0.265, -0.514, -0.394], [0.919, 0.171, -1.783], [-0.490, -1.805, -2.278], [-1.325, -0.545, -3.114], [-2.048, -3.100, -1.143], [-3.204, -2.341, -0.086], [-1.468, -2.122, 0.223], [-4.249, -6.913, 6.658], [-3.439, -6.001, 5.931], [-2.658, -5.089, 6.732], [-2.125, -4.007, 5.775], [-1.276, -4.638, 4.786], [-0.465, -3.725, 3.974], [-1.340, -2.925, 2.984], [-2.032, -1.868, 3.637], [-2.714, -0.950, 2.748], [-5.000, -6.353, 7.216], [-3.630, -7.590, 7.250], [-4.760, -7.528, 5.917], [-1.859, -5.636, 7.235], [-3.270, -4.605, 7.497], [-1.603, -3.211, 6.306], [-2.978, -3.520, 5.297], [-1.826, -5.179, 4.134], [0.194, -4.435, 3.470], [0.263, -3.142, 4.538], [-2.081, -3.625, 2.584], [-0.840, -2.545, 2.090], [-3.463, -1.380, 2.083], [-2.004, -0.391, 2.133], [-3.183, -0.185, 3.367], [1.239, -1.223, -3.671], [2.264, -0.269, -3.489], [1.789, 1.143, -3.807], [1.692, 1.356, -5.213], [1.531, -1.971, -3.123], [2.682, -0.347, -2.483], [3.108, -0.510, -4.142], [2.461, 1.900, -3.395], [0.879, 1.367, -3.246], [0.915, 1.915, -5.294], [9.175, 0.298, -0.166], [7.863, -0.150, -0.064], [7.146, 0.364, 1.228], [6.954, 1.741, 1.148], [9.803, -0.401, 0.022], [7.287, 0.214, -0.916], [7.882, -1.242, -0.071], [7.741, 0.129, 2.113], [6.161, -0.096, 1.316], [7.785, 2.158, 0.900], [-4.475, -4.684, -3.808], [-4.255, -3.578, -4.658], [-2.794, -3.099, -4.659], [-2.008, -3.838, -5.560], [-4.363, -5.470, -4.349], [-4.559, -3.828, -5.677], [-4.948, -2.804, -4.327], [-2.455, -3.270, -3.634], [-2.638, -2.055, -4.940], [-1.095, -3.543, -5.505], [-2.191, 3.653, -1.408], [-1.123, 4.430, -1.930], [-0.585, 4.176, -3.323], [0.186, 2.978, -3.239], [-2.335, 4.065, -0.552], [-1.439, 5.466, -1.774], [-0.255, 4.329, -1.272], [0.102, 4.966, -3.624], [-1.442, 4.049, -3.988], [-0.210, 2.437, -2.546], [0.827, 6.817, 3.802], [0.977, 6.621, 2.383], [-0.270, 5.926, 1.812], [-0.476, 4.606, 2.349], [1.193, 6.028, 4.223], [1.086, 7.598, 1.913], [1.864, 6.029, 2.144], [-0.142, 5.862, 0.730], [-1.121, 6.551, 2.087], [0.241, 4.568, 2.990], [-6.849, -1.718, -0.756], [-7.356, -2.702, 0.130], [-6.282, -3.739, 0.349], [-5.156, -3.271, 1.118], [-6.057, -1.290, -0.424], [-7.554, -2.173, 1.066], [-8.308, -3.114, -0.199], [-5.949, -4.103, -0.625], [-6.661, -4.656, 0.806], [-4.647, -3.991, 1.496]],
  "forces_ev_per_a": [[0.5806, 0.7769, 0.6668], [-0.0383, -0.4348, -0.8180], [-0.9181, -1.0656, -0.3747], [-0.5656, 0.5319, 0.3027], [-0.8494, -0.0151, 0.3686], [0.2928, 0.1304, 0.0565], [0.1488, -0.3571, 0.0700], [0.1050, -0.1688, -0.4419], [-0.2374, 0.3114, 0.1448], [0.0108, 0.1727, -0.0545], [0.4323, 0.0123, 0.2841], [0.2081, 0.3420, -0.1046], [0.9058, -0.1188, -0.2583], [0.2846, -0.5418, 0.2346], [-0.1655, 0.5527, -0.0849], [-0.2816, -0.3314, -0.0164], [-0.1223, 0.2191, -0.2070], [-0.7675, 0.2982, -0.4815], [0.8713, -0.2280, 0.7230], [-0.1993, 0.8838, -0.8366], [0.3731, -2.0974, 0.2954], [0.2147, 1.4328, 0.4684], [0.3630, -0.6394, 0.6685], [0.3315, -0.2569, 0.4834], [-0.4020, -0.0659, -0.4452], [0.5062, 0.0124, -0.5342], [-0.0426, 0.4368, 0.6070], [-0.6019, -0.2862, -0.2869], [-0.7669, 0.3629, -0.4453], [-0.0340, 0.1132, 0.1152], [0.1730, -0.7994, -0.3983], [-0.2867, -0.6079, 0.5340], [0.4668, 0.4625, -0.1220], [0.0943, 0.0761, -0.3433], [0.3918, -0.6025, 0.3075], [0.2258, 0.7607, -0.0180], [0.5756, -0.9327, 0.6294], [0.2607, 1.6537, -1.2497], [0.2459, -1.1779, -0.6234], [-0.1763, -0.7158, 0.3714], [-0.1396, 0.1469, 0.0330], [-0.3483, 0.3904, -0.1023], [-0.1964, 0.6073, -0.0842], [0.0961, -0.6233, -0.7477], [-0.6370, -0.3338, 1.0104], [0.0048, -0.4769, 0.2709], [-0.5644, 0.8017, 0.2299], [-0.4156, 0.1243, 0.1383], [0.5053, 0.3074, -0.1083], [0.2050, 0.3379, -0.1459], [0.0205, 0.1931, 0.0530], [0.9463, 0.4463, 0.5684], [-0.2335, 0.1522, -0.0120], [0.0833, 0.2663, -0.8249], [0.6552, 0.1152, -1.0711], [-0.3279, -0.6035, 0.4138], [-0.2790, -0.4862, 1.5373], [-0.3422, -0.0249, 0.0526], [-0.2476, 0.1860, -0.1648], [0.1684, 0.1251, 0.0332], [-0.2210, -0.2081, 0.1110], [0.1327, -0.3197, 0.0688], [0.1493, -0.3766, -0.3380], [-0.1706, 0.0608, -0.2154], [-0.0659, -0.0227, 0.3200], [-0.2759, -0.1606, -0.1332], [-0.6447, 0.2997, -0.1875], [0.6594, 0.5451, -0.1829], [-0.5788, 0.6158, -0.0549], [-0.3917, -0.8548, -0.4834], [0.2359, -0.0821, 1.4482], [0.2508, 1.4557, -0.0688], [1.1296, -0.1980, -0.2719], [0.1856, -0.8719, -0.3917], [-0.4183, -1.0251, 1.0623], [-0.8078, 0.7267, 0.0192], [0.6026, -0.4214, -0.2534], [0.4540, 0.1843, 0.1020], [-0.5610, -0.4059, -0.3288], [-0.1662, 0.4273, 0.0242], [-0.0455, -0.6830, -0.6903], [-0.3902, 0.1290, 0.5026], [-0.2033, 0.2518, -0.2959], [0.7577, -0.6150, -0.0792], [-0.2808, 0.1133, -0.2047], [-0.2463, -0.4931, 0.2553], [-0.5471, 0.3223, 0.1007], [-0.0105, 0.4682, 0.1529], [0.5382, 0.7475, 0.0882], [-0.0008, 0.0078, 0.1866], [-0.1159, 0.4845, -0.1211], [0.0537, -0.1322, 0.0866], [0.3756, 0.3461, -0.7420], [0.2908, 0.4740, 0.2287], [-0.3964, 0.1548, -0.6821], [-0.7515, -0.8547, 0.1299], [1.0050, 0.6758, 0.3281], [-0.3728, -0.7208, -0.5408], [-0.0586, 0.1079, -0.0398], [-0.3907, 0.5721, -0.4920], [0.6727, 0.0894, 0.5895], [0.0444, -0.2355, 0.4366], [-0.1171, 0.1403, 0.4469], [-0.0451, 0.0714, -0.0241], [0.1991, -0.0084, -0.0792], [-0.2764, -0.0752, 0.0766], [0.2753, -0.2317, 0.1081], [-0.2509, 0.0758, 0.1504], [-0.2086, -0.1871, 0.2574], [-0.0486, 0.3990, -0.7635], [-0.5655, 0.3327, 0.4179], [-0.1495, -0.2418, -0.0915], [0.5699, 0.0897, 0.1878], [0.0057, -0.4690, 0.2012], [0.3185, -0.2141, -0.2025], [-0.1360, -0.2744, 0.2130], [-0.0663, 0.2433, -0.1405], [0.7862, 0.3799, -0.7937], [0.6578, -0.7368, 0.6937], [-0.4809, -0.1014, 0.6120], [0.1150, -0.3420, -0.3129], [-0.1541, 0.3382, 0.2451], [0.0985, 0.0565, -0.2539], [0.4901, -0.6525, 0.0942], [0.4911, -1.1641, -1.0429], [-0.1058, 0.1143, -0.2964], [0.9179, 0.9966, -0.1149], [-1.1382, -0.7467, 1.1295], [0.9107, -0.6713, -0.9854], [-0.3631, 0.9261, 0.0132], [-0.1197, -0.0199, 0.0795], [0.0528, -0.0311, -0.1082], [-0.4388, -0.1067, -0.0376], [0.0513, -0.3003, 0.0589], [0.0114, -0.0634, 0.0106], [0.1252, -0.0245, 0.0045], [0.1435, -0.4196, 0.0379], [0.1748, 0.5901, -0.6860], [-0.3387, 0.2069, 0.5260], [0.0295, -1.0971, -0.5068], [0.0901, -0.1370, 0.1886], [0.0992, 0.0215, -0.1593], [0.3439, 0.2321, 0.1206], [0.0755, 0.2847, 0.1063], [-0.6802, 0.2915, 0.3752], [0.0017, 0.1036, 0.0278], [0.0427, -0.0792, -0.5144], [0.7119, 1.9690, 1.0093], [-0.9396, -1.2326, 1.1323], [-0.6222, 1.6210, -0.8651], [-0.3314, -0.2825, 0.1616], [0.1455, 0.3303, -0.5972], [0.1733, -0.1877, 0.1483], [-0.3064, 0.1856, -0.0358], [0.2072, 0.1293, -0.4583], [-0.4539, -0.3663, 0.5462], [0.2961, 0.0182, -0.9246], [-0.8271, -0.2668, 0.5456], [0.2996, 0.3037, 0.2298], [0.6364, 0.7947, -0.2117], [0.0590, -0.1558, 0.1838], [-0.0238, 0.0270, 0.0143], [0.1735, -0.0545, 0.1103], [-0.2446, -0.0023, -0.1366], [-0.1698, -0.0326, -0.2491], [-0.1491, -0.5954, 0.3681], [-0.8643, -0.0244, -1.1043], [1.5833, 1.1597, 1.2341], [0.2366, -1.8265, -0.0044], [-0.5957, 0.9431, -0.2804], [-0.0296, -0.1920, 0.3917], [-0.1961, -0.3342, 0.3705], [0.2941, -0.0389, -0.5310], [0.2012, 0.3648, -0.2512], [-0.3869, 0.1655, 0.3944], [-0.2572, -0.2474, -0.1699]]
}